(1)
{
  "formula": "C3H13N3O",
  "method": "the ωB97M-V functional and the def2-TZVPD basis",
  "homo_ev": -8.7,
  "e_above_lowest_ev": 1.3305,
  "smiles": "NCCNCN.O",
  "gap_ev": 9.69,
  "total_energy_ha": -361.57557,
  "species": ["O", "N", "N", "N", "C", "C", "C", "H", "H", "H", "H", "H", "H", "H", "H", "H", "H", "H", "H", "H"],
  "xyz": [[-0.6971, 2.7397, 0.1047], [0.6248, -0.1330, 0.0048], [-2.3147, -0.2529, 0.2312], [2.2428, 1.0495, -1.2381], [-0.1268, -1.3307, 0.3206], [1.8391, -0.2726, -0.7729], [-1.4398, -1.1276, 1.0210], [-1.2469, -0.7458, 2.0211], [1.9951, 1.7189, -0.5303], [-2.2452, -0.5688, -0.7317], [-0.2298, -1.9211, -0.6160], [0.5806, -2.0073, 0.8160], [-1.8668, -2.1372, 1.0475], [3.2530, 1.0723, -1.3081], [1.6098, -0.9083, -1.6485], [-0.6302, 1.9263, 0.6079], [-0.8482, 3.3779, 0.7886], [-3.2682, -0.3334, 0.5456], [0.1429, 0.6087, -0.4830], [2.6255, -0.7547, -0.1802]],
  "forces_ev_per_a": [[0.219, -0.214, -0.338], [0.393, 1.245, 0.680], [0.807, 0.126, 0.172], [0.184, -0.375, -0.149], [1.643, -0.423, -1.750], [-0.278, -0.640, -0.081], [0.015, -0.656, -0.565], [-0.309, 0.121, 0.091], [-0.102, 0.357, 0.326], [-0.351, 0.158, 0.033], [-0.776, 0.167, -0.072], [-0.365, 0.241, 0.803], [-0.003, -0.021, 0.634], [-0.044, 0.105, -0.165], [0.392, -0.003, 0.006], [-0.118, -0.462, 0.031], [-0.153, 0.785, 0.398], [-0.179, 0.017, -0.090], [-0.854, -0.363, -0.033], [-0.121, -0.165, 0.067]],
  "nbo_charge": [-0.940, -0.658, -0.840, -0.837, -0.222, -0.030, -0.228, 0.193, 0.365, 0.355, 0.148, 0.201, 0.173, 0.357, 0.139, 0.475, 0.464, 0.363, 0.372, 0.150]
}



(2)
{
  "formula": "C3H13N3O",
  "method": "the ωB97M-V functional and the def2-TZVPD basis",
  "homo_ev": -8.4,
  "e_above_lowest_ev": 1.4142,
  "smiles": "NCCNCN.O",
  "gap_ev": 9.16,
  "total_energy_ha": -361.57249,
  "species": ["O", "N", "N", "N", "C", "C", "C", "H", "H", "H", "H", "H", "H", "H", "H", "H", "H", "H", "H", "H"],
  "xyz": [[-2.1566, 0.1731, -2.4903], [0.6495, -0.4662, 0.0795], [-0.3433, -2.7087, 0.2712], [1.3255, 1.7994, 2.1298], [0.1087, 0.9240, 0.1387], [1.1648, 1.8439, 0.6912], [-0.3489, -1.4323, -0.4014], [-0.7420, 0.8727, 0.8328], [-2.4247, -0.6748, -2.8768], [-0.2356, -1.5482, -1.4736], [-1.9747, 0.6768, -3.3041], [0.9949, 0.9966, 2.6328], [-1.3396, -1.0105, -0.2526], [-0.4045, -2.7036, 1.2727], [-0.1729, 1.1924, -0.8706], [0.8636, 2.8584, 0.4098], [0.8859, -0.7254, 1.0273], [2.0918, 1.6349, 0.1670], [0.4204, -3.2555, -0.0929], [2.2030, 2.1399, 2.4810]],
  "forces_ev_per_a": [[-0.016, -0.063, -1.103], [0.058, 0.312, -0.150], [0.263, -0.201, -1.424], [-0.381, 0.275, 0.282], [0.653, -1.755, 0.804], [-0.133, 0.748, -0.322], [-0.553, 0.533, 0.961], [-0.357, 0.611, -0.393], [0.002, 0.057, 0.451], [0.109, -0.344, -0.121], [-0.023, 0.060, 0.582], [0.102, -0.240, -0.153], [-0.349, 0.218, -0.034], [0.172, 0.179, 0.165], [-0.268, 0.257, -0.030], [0.092, 0.105, 0.048], [0.139, -0.150, 0.092], [0.275, -0.115, -0.173], [0.140, -0.321, 0.560], [0.073, -0.166, -0.040]],
  "nbo_charge": [-0.933, -0.644, -0.850, -0.866, -0.227, -0.222, -0.047, 0.168, 0.469, 0.176, 0.467, 0.360, 0.155, 0.361, 0.209, 0.176, 0.336, 0.181, 0.361, 0.369]
}



(3)
{
  "formula": "C3H13NO2",
  "method": "the ωB97M-V functional and the def2-TZVPD basis",
  "homo_ev": -8.4,
  "e_above_lowest_ev": 1.1107,
  "smiles": "CN(C)C.O.O",
  "gap_ev": 9.00,
  "total_energy_ha": -327.30104,
  "species": ["O", "O", "N", "C", "C", "C", "H", "H", "H", "H", "H", "H", "H", "H", "H", "H", "H", "H", "H"],
  "xyz": [[-2.4020, 0.5125, -0.1448], [-1.2868, -2.3455, 0.8512], [0.4754, 0.4087, -0.0656], [1.4168, -0.1659, 0.8735], [0.6596, -0.1854, -1.3840], [0.5907, 1.8644, -0.0626], [-3.1114, 0.0587, -0.6197], [1.5904, 2.1989, -0.3934], [-0.1281, 2.2140, -0.8092], [0.8155, -1.2542, -1.2612], [2.4368, -0.1148, 0.4911], [-0.2438, -0.0123, -1.9774], [-1.2621, -2.8345, 1.6806], [1.1411, -1.1851, 1.0994], [1.4730, 0.3112, -1.9378], [-2.1307, -1.8831, 0.8612], [0.3429, 2.1593, 0.9460], [1.3667, 0.4255, 1.7783], [-1.7440, -0.1722, 0.0745]],
  "forces_ev_per_a": [[-0.346, -0.553, 0.012], [-0.012, -0.062, -0.026], [0.293, -0.357, 0.037], [-0.236, 0.425, -0.080], [-0.521, 0.780, 0.060], [-0.332, -1.070, -1.024], [0.162, 0.145, 0.082], [-0.011, 0.054, 0.319], [-0.063, 0.371, 0.391], [0.112, -0.009, -0.222], [0.409, -0.100, -0.003], [0.004, -0.138, 0.006], [-0.008, 0.048, -0.040], [0.036, -0.352, 0.019], [0.263, -0.375, 0.088], [-0.081, -0.108, 0.145], [-0.002, 0.675, 0.054], [0.096, -0.030, 0.400], [0.236, 0.655, -0.218]],
  "nbo_charge": [-0.952, -0.942, -0.446, -0.411, -0.423, -0.412, 0.460, 0.158, 0.208, 0.207, 0.158, 0.199, 0.475, 0.205, 0.165, 0.469, 0.202, 0.192, 0.488]
}